(1)
31
Properties=species:S:1:pos:R:3:forces:R:3:lowdin_charge:R:1 method="wB97M-V/def2-TZVPD" e_homo_ev=-9.3 energy_ev=-26868.3790 largest_force_ev_per_a=0.7 e_lumo_ha=0.01540
O -3.63350 -2.61553 -2.28613 0.1 -0.2 0.0 0.11
C -4.02331 -1.48761 -2.14904 0.1 -0.1 0.1 -0.53
O -5.29461 -1.13241 -2.36539 -0.6 0.4 -0.1 0.11
C -3.17983 -0.30610 -1.74391 0.1 -0.2 -0.1 -0.09
C -1.86151 -0.74795 -1.11796 -0.1 0.2 -0.2 -0.11
C -0.83950 0.40235 -1.03129 -0.2 0.0 0.1 -0.21
N 0.25433 0.05418 -0.16121 -0.1 -0.2 -0.1 0.11
C 0.56921 0.80317 0.92392 0.0 -0.2 -0.1 -0.43
O -0.06981 1.78318 1.25333 0.0 0.3 0.1 0.08
C 1.75728 0.33283 1.69233 0.4 -0.1 0.4 -0.11
C 2.19049 -0.99022 1.73662 -0.3 0.3 -0.2 -0.11
N 3.24405 -1.37686 2.43366 0.2 -0.4 0.0 0.07
C 3.91812 -0.48546 3.12876 0.1 0.5 0.2 -0.07
C 3.55783 0.86509 3.18656 -0.5 -0.2 -0.5 -0.29
O 4.29044 1.71066 3.94377 0.2 0.2 0.2 0.07
C 2.45335 1.27045 2.44944 0.1 -0.2 0.0 0.06
C -0.36007 0.75077 -2.43203 -0.2 0.3 0.0 -0.47
O -1.04528 1.25292 -3.28113 -0.1 0.1 -0.1 0.12
O 0.91126 0.39972 -2.64305 0.6 -0.2 0.0 0.13
H -5.81857 -1.89695 -2.65270 0.3 0.0 0.1 0.13
H -2.98769 0.27515 -2.65052 -0.1 0.0 0.1 0.12
H -3.75704 0.32538 -1.06847 0.0 0.0 0.0 0.14
H -1.44626 -1.57009 -1.70549 0.0 0.0 0.1 0.13
H -2.03840 -1.11788 -0.10660 0.1 0.0 0.0 0.13
H -1.31860 1.28805 -0.59494 0.1 -0.1 -0.2 0.16
H 0.86959 -0.68346 -0.46321 0.1 0.1 0.1 0.14
H 1.66810 -1.78359 1.21936 -0.1 0.0 -0.1 0.11
H 4.77780 -0.84170 3.67744 0.1 0.0 0.1 0.12
H 3.91625 2.60069 3.90749 0.0 -0.2 0.0 0.11
H 2.11831 2.29938 2.45015 0.0 0.1 0.0 0.13
H 1.17757 0.62182 -3.54978 -0.3 0.0 0.1 0.14



(2)
42
Properties=species:S:1:pos:R:3:forces:R:3:lowdin_charge:R:1 method="wB97M-V/def2-TZVPD" charge=+2 e_homo_ev="-15.5 / -15.5" energy_ev=-64113.4412 largest_force_ev_per_a=3.2 e_lumo_ha="-0.35831 / -0.35800"
I -1.96674 1.84377 -0.11013 0.4 0.3 -0.7 0.47
I -2.04224 -1.80003 0.05693 0.5 -0.4 -0.8 0.50
Y 0.45230 -0.00840 -0.15038 -0.9 0.0 -1.1 0.66
P -3.44033 -0.06462 -1.90106 -2.6 0.1 1.4 0.61
C -4.67993 -0.00518 -0.56731 0.1 0.0 0.4 -0.38
C -4.01197 1.27429 -3.01707 1.2 0.6 -0.3 -0.23
H -5.02179 0.99874 -3.36958 0.4 0.0 0.3 0.08
H -5.06252 -1.17068 -3.28153 0.5 0.0 0.3 0.08
H -3.32804 1.28991 -3.87352 -0.2 0.1 0.0 0.07
H -3.37937 -1.51446 -3.79459 -0.2 -0.2 -0.1 0.07
H -4.54220 0.91261 0.01327 -0.4 -0.3 -0.2 -0.01
H -3.99631 2.26891 -2.55988 0.0 -0.3 0.1 0.05
C -4.05182 -1.44817 -2.93244 1.2 -0.5 -0.3 -0.23
H -5.67498 -0.04066 -1.01606 0.0 0.0 0.0 0.07
H -4.04098 -2.41448 -2.42055 -0.1 0.3 0.0 0.05
H -4.52150 -0.85894 0.10270 -0.5 0.4 -0.3 -0.03
P 3.12150 -0.00267 -1.02229 1.4 0.0 -0.3 0.64
C 4.50519 0.05597 0.16994 -1.0 0.0 0.4 -0.28
C 3.59281 -1.46519 -2.01480 -0.5 -0.2 -0.1 -0.27
H 2.86671 1.40844 -2.97809 0.2 0.0 0.2 0.03
H 4.58413 1.23197 -2.48821 -0.2 0.1 0.1 0.07
H 3.47974 2.34470 -1.58975 0.1 -0.2 -0.2 0.06
C 3.56002 1.38851 -2.12596 -0.5 0.1 -0.1 -0.26
H 2.89029 -1.58859 -2.84937 0.2 0.0 0.2 0.03
H 4.60681 -1.30807 -2.40580 -0.2 -0.1 0.2 0.07
H 5.42491 0.07769 -0.38943 0.5 0.0 0.0 0.05
H 4.46229 -0.84155 0.79522 0.2 0.2 0.0 0.05
H 3.55348 -2.37521 -1.39896 0.1 0.3 -0.2 0.06
H 4.39919 0.95620 0.78662 0.3 -0.2 0.0 0.05
Cl 0.34341 -0.15603 -2.70457 -0.3 0.0 0.8 -0.14
N 3.75474 0.02810 5.81262 -2.7 0.0 -1.7 0.21
C 2.75744 0.03196 5.19166 2.3 0.0 0.9 -0.14
C 1.53197 0.05160 4.40344 0.5 0.0 0.3 -0.17
C 0.31824 0.09121 5.10667 -0.3 0.0 -0.2 0.04
C -0.86264 0.12328 4.37411 0.1 0.0 -0.4 0.00
C -0.78484 0.13013 2.98114 0.2 -0.1 0.1 -0.17
N 0.38556 0.06218 2.29154 0.4 0.2 0.8 -0.11
C 1.54950 0.03301 2.99638 -0.5 0.0 0.5 -0.05
H 0.28179 0.11136 6.20492 0.2 -0.1 -0.6 0.15
H -1.83261 0.14328 4.87255 0.3 0.1 -0.2 0.13
H -1.68398 0.19633 2.36383 0.3 -0.1 0.3 0.01
H 2.50275 0.00879 2.43778 -0.6 0.0 0.4 0.12



(3)
14
Properties=species:S:1:pos:R:3:forces:R:3:lowdin_charge:R:1 method="wB97M-V/def2-TZVPD" charge=+1 e_homo_ev=-14.7 energy_ev=-8814.7795 largest_force_ev_per_a=4.2 e_lumo_ha=-0.19824
C 1.73610 -0.30240 0.49234 1.2 -1.1 -0.5 -0.21
C 0.33906 0.01983 0.20411 1.3 -2.5 -3.1 -0.15
C -0.81743 -0.86981 0.16210 -1.8 -1.3 1.6 -0.17
N 0.02171 1.23088 -0.46422 -2.4 2.1 -2.3 0.23
O 1.87924 -0.48639 -0.89912 -3.3 1.0 1.4 -0.04
O -1.84817 -0.51208 -0.73692 0.0 0.8 -0.6 -0.04
H 2.10247 0.63870 0.78897 1.8 0.7 1.1 0.11
H 2.08916 -1.26315 0.97221 -1.0 1.5 0.5 0.17
H -1.33165 -0.73767 1.19258 0.8 -0.3 -1.2 0.19
H -0.50343 -1.91804 0.10710 0.0 0.2 0.0 0.16
H -0.21943 2.06065 0.06095 -0.2 0.2 1.2 0.19
H -0.91524 1.08461 -1.08919 2.0 -0.4 1.5 0.24
H 0.72561 1.59534 -1.09120 0.9 -0.5 -0.4 0.18
H -1.90097 -0.91386 -1.62772 0.6 -0.3 0.8 0.15